# 1
# C25H52N2O16P4

A cluster of 5 separate species, C25H52N2O16P4 in total at a distorted geometry (ωB97M-V/def2-TZVPD, OMol25).

The geometry in XYZ format:
```
99
Properties=species:S:1:pos:R:3:forces:R:3
C 6.605 -2.731 -4.515 1.24 0.33 -0.58
C 6.688 -1.675 -5.807 -1.41 -0.47 -0.03
C 5.175 -1.057 -6.134 0.48 -0.73 -0.40
C 4.864 0.350 -5.350 -0.94 0.32 -0.59
C 3.963 0.151 -3.959 -0.26 0.27 -1.24
C 2.493 -0.414 -4.474 -1.87 -1.74 -0.29
C 1.413 0.637 -5.088 -1.49 -2.23 -0.19
N 0.039 0.300 -5.596 5.62 -3.81 2.65
C -0.172 -1.184 -5.496 -1.00 -1.12 -0.30
C -1.634 -1.765 -6.050 0.79 -3.63 0.77
C -2.034 -3.384 -6.036 3.56 2.18 1.15
C -0.935 -4.463 -5.471 2.30 4.32 0.67
C 0.488 -3.878 -4.903 -2.75 0.99 -1.47
C 0.892 -2.267 -4.912 -0.84 -0.36 -0.31
N 2.241 -1.891 -4.366 -3.94 5.31 -3.72
H 6.725 -2.117 -3.510 -0.39 -1.53 -1.99
H 5.636 -3.387 -4.527 1.72 1.49 0.03
H 7.521 -3.487 -4.638 -1.95 1.71 0.57
H 7.392 -0.761 -5.602 -1.05 -2.03 -0.43
H 7.014 -2.304 -6.759 -0.47 1.52 2.03
H 4.424 -1.938 -5.866 1.31 2.16 -0.41
H 5.067 -0.914 -7.314 0.30 -0.06 2.60
H 5.845 0.980 -5.163 -1.93 -1.48 -0.16
H 4.188 1.029 -6.063 1.47 -1.43 1.49
H 3.834 1.219 -3.443 0.15 -2.48 -1.08
H 4.525 -0.589 -3.248 -1.41 1.31 -1.30
H 1.740 1.781 -5.140 -0.92 -2.78 0.12
H -2.477 -1.044 -6.485 2.35 -1.61 1.02
H -3.087 -3.775 -6.439 2.65 1.16 0.97
H -1.098 -5.630 -5.445 0.24 2.78 -0.09
H 1.303 -4.633 -4.480 -1.97 1.88 -1.03
C -6.327 -1.783 -2.621 -0.42 -0.62 -0.04
O -5.770 -0.691 -1.914 1.54 -1.19 -2.65
P -4.959 0.448 -2.933 -2.00 7.59 6.76
O -4.319 1.096 -1.701 0.36 -1.67 -0.96
O -6.389 1.195 -3.269 1.19 -0.39 -1.49
C -7.252 1.561 -2.208 -0.61 -0.26 0.48
O -4.149 1.587 -3.953 -1.20 -3.12 -1.65
C -2.875 1.144 -4.378 0.66 -0.08 -0.31
H -6.869 -2.418 -1.916 0.10 0.12 -0.05
H -7.020 -1.430 -3.389 -0.08 -0.08 -0.07
H -5.526 -2.365 -3.085 -0.21 -0.24 0.01
H -6.729 1.653 -1.253 0.10 -0.09 -0.17
H -8.042 0.808 -2.118 0.05 0.15 0.13
H -7.715 2.524 -2.449 0.21 -0.20 -0.19
H -2.980 0.217 -4.948 0.32 0.27 0.01
H -2.222 0.979 -3.517 0.05 -0.04 -0.03
H -2.432 1.908 -5.022 -0.14 -0.09 0.10
C 2.741 -2.317 -1.736 -0.04 0.20 -0.34
O 3.916 -2.736 -1.067 -2.24 1.66 1.85
P 3.657 -3.137 0.595 8.10 -6.43 -0.29
O 5.170 -3.131 0.833 -1.07 1.45 -0.22
O 3.170 -4.653 0.174 -1.06 0.83 1.21
C 3.967 -5.423 -0.708 0.09 -0.11 -0.70
O 3.397 -3.538 2.258 -2.92 1.47 -1.69
C 3.265 -2.402 3.090 -0.08 0.50 0.47
H 2.979 -2.143 -2.788 0.09 -0.37 0.99
H 1.966 -3.084 -1.667 -0.16 -0.02 -0.09
H 2.380 -1.385 -1.292 -0.20 0.09 -0.20
H 5.008 -5.091 -0.733 -0.15 0.13 0.11
H 3.542 -5.361 -1.716 0.17 -0.06 0.04
H 3.940 -6.468 -0.382 -0.16 0.27 0.12
H 2.410 -1.805 2.763 0.03 0.09 0.37
H 4.175 -1.796 3.055 0.00 0.02 0.02
H 3.095 -2.734 4.117 0.02 -0.06 -0.19
C -3.860 6.039 2.710 -0.05 0.65 0.07
O -4.306 4.740 3.049 1.36 0.67 -2.81
P -3.307 3.480 2.411 -2.75 -6.51 7.54
O -4.392 2.451 2.744 -0.03 1.32 -1.30
O -2.274 3.626 3.686 0.81 -0.05 -1.70
C -2.790 3.632 5.005 -0.26 0.48 0.61
O -2.307 2.220 1.773 1.02 3.57 -0.87
C -2.517 1.990 0.393 -0.37 -0.23 -0.72
H -4.506 6.772 3.200 0.05 -0.13 -0.05
H -2.830 6.192 3.045 0.06 0.13 0.00
H -3.920 6.177 1.627 0.00 0.31 0.06
H -3.777 3.167 5.074 0.10 0.03 -0.21
H -2.851 4.667 5.358 -0.07 -0.18 0.10
H -2.098 3.084 5.654 0.01 0.09 -0.27
H -2.290 2.900 -0.170 0.06 -0.26 -0.27
H -3.551 1.689 0.210 0.26 0.04 -0.02
H -1.847 1.193 0.063 -0.08 0.09 0.14
C 1.011 1.994 11.632 0.34 -0.23 0.59
O -0.025 2.702 10.978 2.85 -0.51 -1.44
P -0.078 2.424 9.271 -10.18 2.04 -0.11
O -1.028 3.615 9.107 1.83 0.04 0.36
O -0.953 1.047 9.502 1.48 -0.10 -1.20
C -2.101 1.080 10.332 -0.24 -0.09 0.75
O -0.130 2.146 7.565 2.91 -1.50 1.70
C 0.871 2.851 6.856 0.47 0.33 -0.46
H 0.936 2.176 12.707 -0.02 0.02 -0.16
H 0.921 0.921 11.445 0.08 -0.09 0.07
H 1.980 2.352 11.276 0.11 -0.12 0.28
H -2.512 2.087 10.441 0.20 -0.03 -0.11
H -1.836 0.687 11.319 -0.16 0.10 -0.06
H -2.868 0.433 9.894 0.33 0.06 -0.10
H 1.858 2.536 7.205 0.07 0.12 -0.34
H 0.752 3.928 6.999 0.02 0.01 -0.02
H 0.780 2.618 5.792 -0.09 -0.04 0.17
```
Positions in Å, forces in eV/Å.

Its multiplicity is 1. The value obtained for the lowest unoccupied orbital energy is -2.78 eV. Its SMILES is CCCCCc1cnc2ccccc2n1.COP(=O)(OC)OC.COP(=O)(OC)OC.COP(=O)(OC)OC.COP(=O)(OC)OC. The total energy is -3661.691879 Ha. Its HOMO energy is -8.84 eV. The largest force on an atom comes out at 10.39 eV/Å.

# 2
# C2H11NO4

A cluster of 4 separate species, C2H11NO4 in total at a distorted geometry (ωB97M-V/def2-TZVPD, OMol25).

The geometry in XYZ format:
```
18
Properties=species:S:1:pos:R:3:forces:R:3
C -0.589 -0.511 -0.991 1.54 -0.54 1.06
N -1.052 0.748 -1.276 0.80 -2.53 0.77
C -1.017 1.572 -2.391 1.11 3.09 -2.30
O -1.183 -1.225 -0.177 0.47 0.78 -0.70
H 0.504 -0.784 -1.223 -1.61 0.28 -0.85
H -1.615 0.976 -0.522 -1.88 0.90 1.14
H -1.938 2.249 -2.438 1.18 -1.23 -0.08
H -0.131 2.277 -2.400 -0.81 -0.37 0.40
H -0.831 1.074 -3.357 -0.74 -0.31 0.48
H 0.893 0.379 2.760 -0.23 -0.54 0.26
H 1.431 1.052 1.583 0.57 -0.49 0.24
O 1.669 0.321 2.190 -0.34 1.02 -0.76
H -1.135 -1.054 2.966 -0.24 1.00 -0.44
H -1.218 -0.445 1.568 -0.17 0.03 0.58
O -1.272 -0.187 2.517 0.38 -1.10 -0.04
H 2.291 -0.686 0.168 0.31 -0.05 0.66
H 3.638 -1.009 -0.600 -0.99 0.19 0.27
O 2.675 -0.864 -0.691 0.68 -0.13 -0.70
```
Positions in Å, forces in eV/Å.

The value obtained for the relative energy (zero: lowest compared OMol25 entry of this formula, charge and spin) is 171.8 kJ/mol. Its multiplicity is 1. The value obtained for the lowest unoccupied orbital energy is 0.62 eV. Its SMILES is CNC=O.O.O.O. The total energy is -438.492050 Ha. Its HOMO energy is -9.90 eV. The largest force on an atom comes out at 4.01 eV/Å.

# 3
# C16H14N4O3S

The molecule C16H14N4O3S at a distorted geometry (ωB97M-V/def2-TZVPD, OMol25).

The geometry in XYZ format:
```
38
Properties=species:S:1:pos:R:3:forces:R:3
C -2.813 -2.276 -0.083 -0.01 0.12 0.03
H -3.742 -2.541 -0.580 -0.09 -0.05 0.01
H -2.594 -3.032 0.668 0.01 -0.10 0.07
H -2.011 -2.247 -0.816 0.03 -0.08 -0.02
C -2.953 -0.908 0.581 -0.27 0.05 0.26
N -1.722 -0.552 1.255 -0.19 -0.14 0.44
C -1.309 0.737 1.349 0.07 -0.10 0.33
O -2.028 1.679 1.075 0.01 0.18 0.06
C 0.098 0.879 1.774 0.39 -0.73 0.35
C 0.993 -0.007 2.322 -0.67 0.44 -0.23
C 2.216 0.686 2.431 0.09 0.55 -0.15
C 1.978 1.935 1.936 0.65 -0.56 0.37
O 0.710 2.057 1.545 -0.54 0.34 -0.23
H 2.617 2.787 1.813 -0.01 0.17 -0.06
H 3.140 0.308 2.816 0.23 -0.02 0.07
H 0.807 -1.016 2.631 -0.11 -0.21 0.04
H -1.029 -1.279 1.325 0.05 0.16 -0.16
C -3.409 0.101 -0.471 -0.06 -0.16 0.21
O -4.566 0.425 -0.563 -0.16 -0.05 0.04
N -2.521 0.553 -1.432 -0.48 0.31 -0.65
C -1.160 0.494 -1.503 0.87 0.57 -0.52
N -0.401 -0.438 -1.051 -0.32 -0.45 -0.16
C 0.923 -0.151 -1.222 0.01 1.10 -0.56
C 1.174 1.025 -1.870 -0.10 -0.33 0.12
S -0.288 1.829 -2.268 -0.15 -0.58 0.44
H 2.130 1.435 -2.117 0.24 0.07 -0.06
C 1.937 -1.043 -0.682 0.21 -0.52 0.25
N 3.194 -0.601 -0.695 -0.20 0.31 -0.24
C 4.131 -1.367 -0.174 0.24 -0.20 0.12
C 3.884 -2.610 0.391 -0.08 -0.02 0.02
C 2.578 -3.077 0.396 0.10 0.06 0.00
C 1.585 -2.285 -0.148 0.09 0.15 -0.10
H 0.556 -2.604 -0.180 -0.11 -0.04 -0.01
H 2.340 -4.044 0.817 -0.01 -0.06 0.02
H 4.688 -3.195 0.810 0.09 -0.03 0.02
H 5.133 -0.960 -0.210 0.12 -0.06 0.05
H -2.945 1.274 -2.008 -0.04 -0.21 0.17
H -3.772 -0.934 1.315 0.10 0.08 -0.33
```
Positions in Å, forces in eV/Å.

The value obtained for the relative energy (zero: lowest compared OMol25 entry of this formula, charge and spin) is 0.0 kJ/mol. Its multiplicity is 1. The value obtained for the lowest unoccupied orbital energy is 0.24 eV. Its SMILES is C[C@@H](NC(=O)c1ccco1)C(=O)Nc1nc(-c2ccccn2)cs1. The total energy is -1461.069551 Ha. Its HOMO energy is -8.33 eV. The largest force on an atom comes out at 1.24 eV/Å.

# 4
# C18H16ClN3O2S

The molecule C18H16ClN3O2S at a distorted geometry (ωB97M-V/def2-TZVPD, OMol25).

The geometry in XYZ format:
```
41
Properties=species:S:1:pos:R:3:forces:R:3
O 0.322 2.083 -2.326 -2.18 -1.84 0.12
S -0.623 1.007 -1.918 4.52 -2.78 -2.36
O -1.597 0.330 -2.799 1.34 1.62 0.92
N -1.358 1.419 -0.597 1.00 1.63 0.42
C -2.793 1.454 -0.766 3.64 4.00 16.44
C -3.124 0.629 0.621 -1.10 -1.43 0.81
N -3.105 1.338 1.855 -1.86 -4.97 -4.80
C -3.608 0.425 2.780 1.67 2.32 2.37
C -3.857 -0.933 2.786 -1.27 3.95 8.66
C -3.854 -1.474 1.627 -3.12 -9.41 4.20
C -3.458 -0.988 0.615 5.45 11.33 -15.43
H -3.395 -1.442 -0.515 -0.32 0.97 3.19
H -4.070 -2.463 1.410 -0.86 -2.45 0.76
H -4.154 -1.424 3.854 0.65 1.17 -3.09
H -3.643 1.028 3.678 -0.35 -0.74 0.77
H -3.042 2.437 -0.415 -1.06 0.72 -1.01
H -3.051 1.068 -1.520 -4.21 -4.98 -10.58
C -0.581 2.399 0.349 -6.01 -0.69 0.08
C 0.589 1.752 0.682 11.00 0.80 2.81
N 0.844 0.784 1.585 -5.14 1.38 -2.71
C 1.989 0.246 1.695 4.82 -4.10 5.86
C 3.308 0.774 1.474 -18.52 5.43 -3.79
C 3.107 1.856 0.588 2.92 0.77 0.77
C 1.970 2.462 0.311 -8.64 -1.06 -3.10
H 1.668 3.051 -0.626 1.68 -0.03 1.59
H 3.923 2.384 0.119 0.84 -0.27 0.10
H 4.134 0.549 1.512 14.83 -5.51 1.83
H 1.886 -0.701 2.504 0.72 2.07 -2.34
H -0.472 3.373 -0.097 0.14 0.16 -0.35
H -1.261 2.459 1.270 0.78 0.04 -1.26
C 0.548 -0.471 -1.340 1.04 1.89 -1.77
C 1.920 -0.406 -1.843 -3.43 1.43 2.86
C 2.727 -1.391 -1.222 8.32 7.00 -7.64
C 2.264 -2.277 -0.542 -3.70 -9.19 7.32
C 0.929 -2.324 -0.137 0.53 -6.46 5.91
C 0.002 -1.499 -0.418 -0.93 6.51 -5.86
H -1.057 -1.388 -0.421 -0.59 -0.75 1.42
H 0.577 -3.059 0.765 1.38 1.03 -2.51
Cl 3.274 -3.652 0.166 -0.67 1.38 -0.70
H 3.916 -1.497 -1.410 -2.85 0.77 0.14
H 2.288 0.592 -2.228 -0.46 -1.69 -0.03
```
Positions in Å, forces in eV/Å.

The value obtained for the relative energy (zero: lowest compared OMol25 entry of this formula, charge and spin) is 1439.7 kJ/mol. Its multiplicity is 1. The value obtained for the lowest unoccupied orbital energy is -0.16 eV. Its SMILES is O=S(=O)(c1ccc(Cl)cc1)N(Cc1ccccn1)Cc1ccccn1. The total energy is -1868.113468 Ha. Its HOMO energy is -8.86 eV. The largest force on an atom comes out at 19.90 eV/Å.